Formula: C38H58O29Rb2
Source: the OMol25 dataset
Level of theory: the ωB97M-V functional and the def2-TZVPD basis

```
! wB97M-V def2-TZVPD RIJCOSX def2/J DEFGRID3
* xyz 0 1
Rb -2.08394 -2.44710 -4.57316
Rb -0.07641 1.80081 -3.50183
O -1.44363 -0.75271 -2.28484
C -0.75156 -0.68590 -1.03963
C -0.13786 0.53800 -0.30965
O 0.98695 1.17092 -0.89051
H -0.09050 -1.55164 -0.99984
H -1.51716 -1.03577 -0.34713
H 0.23336 0.24486 0.67237
H -0.89004 1.31164 -0.15540
C -4.48920 -3.27861 -0.44208
C -3.78010 -4.25531 0.45785
C -2.34890 -4.53933 0.12373
O -1.65885 -4.42083 1.32404
C -2.43772 -3.83590 2.27138
O -2.14576 -3.55480 3.43161
O -3.64055 -3.68215 1.75730
H -5.51781 -3.14811 -0.10589
H -4.63197 -3.59821 -1.47435
H -3.99540 -2.35014 -0.72878
H -4.25441 -5.22069 0.63442
H -2.03566 -3.67235 -0.45793
H -2.08061 -5.45773 -0.39845
C 1.06380 -3.03887 2.23104
C 2.54315 -2.52366 2.02219
C 2.71695 -1.04343 2.02900
O 3.85015 -0.83989 2.88383
C 4.14245 -1.98218 3.55403
O 5.07138 -2.03450 4.38193
O 3.37909 -2.96634 3.13490
H 0.98523 -4.06449 2.59163
H 0.46564 -2.95727 1.32349
H 0.43090 -2.48134 2.92147
H 2.91846 -2.95650 1.09488
H 1.81892 -0.53532 2.38038
H 2.95078 -0.67993 1.02836
C 2.41908 -0.62677 -3.91128
C 3.54592 -1.18351 -3.01974
C 3.15832 -1.52815 -1.58584
O 4.02689 -2.58837 -1.35315
C 4.35771 -3.16149 -2.49231
O 5.13454 -4.15393 -2.58304
O 3.94577 -2.44215 -3.52145
H 1.44393 -0.66288 -3.42560
H 2.36500 -1.13418 -4.87446
H 2.55323 0.44751 -4.03782
H 4.44865 -0.57556 -3.07955
H 2.09177 -1.68469 -1.42441
H 3.41948 -0.61545 -1.05022
C -4.39276 2.48510 -3.33046
C -4.91402 1.17613 -2.83994
C -4.66257 0.88580 -1.33655
O -5.90707 0.41119 -0.84958
C -6.81175 0.99575 -1.60213
O -7.99758 1.01667 -1.24269
O -6.31673 1.35800 -2.80382
H -4.57279 3.33031 -2.66615
H -4.79900 2.70942 -4.31675
H -3.31465 2.33536 -3.27264
H -4.51384 0.43385 -3.53056
H -4.32674 1.67672 -0.66591
H -3.93065 0.08220 -1.25516
C 0.74878 2.96164 3.41855
C 2.25023 2.78393 3.24718
C 2.58203 2.73707 1.75851
O 3.39008 3.86908 1.48980
C 3.57293 4.60321 2.59392
O 4.24928 5.65834 2.67127
O 2.87611 3.97335 3.64952
H 0.68960 3.22372 4.47492
H 0.16604 2.05877 3.23596
H 0.27836 3.68982 2.75782
H 2.85077 1.98443 3.68106
H 1.80055 2.79423 1.00081
H 3.20174 1.86162 1.56451
C 1.01265 -4.35803 -1.00480
C 1.59908 -5.50490 -0.20489
C 1.19203 -6.82966 -0.78012
O 2.50057 -7.45231 -1.04184
C 3.45871 -6.72025 -0.70131
O 4.62278 -7.06389 -0.84258
O 2.99489 -5.58695 -0.16297
H 1.42750 -4.17481 -1.99597
H 1.21279 -3.39018 -0.54512
H -0.06893 -4.46079 -1.09272
H 1.29329 -5.38046 0.83391
H 0.85066 -6.75117 -1.81230
H 0.64587 -7.49267 -0.10912
C -4.44777 -0.98830 2.73419
C -3.26208 0.01124 2.75167
C -3.64006 1.38851 2.16560
O -2.89324 2.21047 3.00322
C -2.68514 1.57316 4.16424
O -2.21939 2.12454 5.16813
O -3.10070 0.30607 4.06214
H -5.28584 -0.52987 3.25915
H -4.28074 -1.82707 3.40996
H -4.69226 -1.19112 1.69151
H -2.38381 -0.47250 2.32418
H -4.69941 1.63789 2.10474
H -3.21129 1.50943 1.17080
C -2.70356 4.14958 -0.57031
C -1.62951 4.47261 0.47971
C -0.23674 4.73182 -0.04573
O 0.10326 5.99252 0.55076
C -0.91776 6.56380 1.12773
O -0.89078 7.58971 1.71460
O -1.93094 5.71819 1.08214
H -3.68764 3.97167 -0.13667
H -2.31917 3.30912 -1.14822
H -2.81830 4.98263 -1.26381
H -1.51103 3.87113 1.38098
H -0.15278 4.72787 -1.13248
H 0.25508 3.83782 0.33765
C 5.54071 2.63383 -1.45676
C 4.03391 3.02832 -1.58103
C 3.73954 4.48742 -1.45213
O 2.75063 4.69112 -2.54886
C 2.84387 3.64480 -3.33263
O 2.19531 3.45080 -4.32451
O 3.74094 2.83596 -2.93570
H 5.89700 2.87374 -0.45496
H 6.09450 3.30799 -2.11015
H 5.76938 1.58687 -1.65598
H 3.46965 2.35661 -0.93410
H 4.57372 5.17263 -1.60289
H 3.19503 4.76409 -0.54932
*
```

Calculated values
Energy above the lowest of the compared OMol25 structures with the same formula, charge and spin (eV): 0.0000
Electronic energy (a.u.): -3712.8172
Frontier orbital gap (eV): 5.3

These are the Mulliken partial charges, in e, on atoms 1 to 6: number 1, Rb, carries 0.97; number 2, Rb, carries 1.19; number 3, O, carries -1.13; number 4, C, carries 1.33; number 5, C, carries 1.37; number 6, O, carries -0.84

=====

Formula: C38H59BFN5O2S
Source: the OMol25 dataset
Level of theory: the ωB97M-V functional and the def2-TZVPD basis

```
! wB97M-V def2-TZVPD RIJCOSX def2/J DEFGRID3
* xyz 0 1
C 1.33840 4.37796 4.24233
C 0.68997 5.52595 5.01315
O -0.45662 5.09002 5.77542
B -1.68240 5.16528 5.15646
O -2.57865 6.14585 5.50001
C -2.12537 4.12490 4.03843
C -2.83044 2.94768 4.29533
N -3.21718 2.63379 5.61255
C -3.14736 2.04917 3.26079
C -3.85271 0.74961 3.57182
N -3.07428 -0.17196 4.43429
C -2.77758 2.34597 1.93997
C -2.10332 3.54119 1.68982
C -1.79255 4.39517 2.72815
F -1.13972 5.53891 2.43267
S -1.62210 3.94859 0.03016
C -1.25150 2.30542 -0.54158
C -2.03975 1.26873 -0.05981
C -1.78364 -0.00821 -0.54128
C -0.76738 -0.27148 -1.44996
C -0.56317 -1.69853 -1.93947
C -1.38940 -2.74179 -1.18326
C -0.81161 -1.90962 -3.46469
C -1.50590 -0.75484 -4.21186
C 0.05896 0.78506 -1.88120
C 1.25192 0.54266 -2.79161
C 2.56007 0.66540 -1.98619
C 2.77918 -0.44389 -0.95598
C 2.22609 -0.11176 0.44283
C 1.62525 -1.30378 1.15677
N 1.22359 -0.91377 2.53439
C -0.20205 2.09320 -1.44600
C 0.58158 3.30210 -1.90008
N -3.11039 1.45800 0.87195
C -4.37946 1.86157 0.20937
C -5.48292 0.83371 0.26692
C -6.80430 1.22940 0.06987
C -7.84698 0.31165 0.09352
C -7.60226 -1.03534 0.34778
C -6.28819 -1.43921 0.56981
C -5.24979 -0.51878 0.51411
H 0.63501 3.56331 4.09521
H 2.17982 3.95874 4.78643
H 1.68619 4.71256 3.26867
H 0.39382 6.31758 4.32846
H 1.40175 5.89897 5.74036
H -2.15411 7.00626 5.57505
H -4.13653 2.21285 5.64207
H -3.26990 3.45223 6.20671
H -4.18177 0.25279 2.67361
H -4.76382 1.00610 4.12358
H -3.32721 0.00231 5.39591
H -2.09830 0.09807 4.37683
H -2.41331 -0.79854 -0.17110
H 0.47999 -1.94373 -1.75349
H -1.03905 -3.73404 -1.45771
H -2.42926 -2.67872 -1.50377
H -1.30557 -2.65230 -0.10333
H 0.14963 -2.07883 -3.94799
H -1.38996 -2.81255 -3.64535
H -2.02874 -1.17886 -5.06887
H -2.25345 -0.24204 -3.61502
H -0.76839 -0.07412 -4.62450
H 1.21185 -0.44426 -3.23036
H 1.21392 1.30901 -3.56000
H 3.40301 0.64984 -2.67939
H 2.59455 1.63060 -1.48730
H 3.85872 -0.55242 -0.85080
H 2.41644 -1.41220 -1.29846
H 1.46203 0.66529 0.39735
H 3.03805 0.28112 1.05542
H 0.73833 -1.65228 0.62922
H 2.35608 -2.10620 1.25011
H 1.20508 0.09627 2.59048
H 0.28858 -1.23706 2.74060
H -0.08116 3.90808 -2.51795
H 1.43773 3.02617 -2.49605
H 0.89081 3.90319 -1.05083
H -4.74109 2.76667 0.69490
H -4.17608 2.12502 -0.82892
H -7.06047 2.26545 -0.11616
H -8.86791 0.61892 -0.08031
H -8.39785 -1.76286 0.37974
H -6.09461 -2.47912 0.78627
H -4.23839 -0.84763 0.69553
C 6.36465 -5.95757 -4.51656
C 6.12394 -5.48505 -3.09063
N 6.39487 -4.07238 -2.90291
C 6.44438 -3.67328 -1.50750
C 5.15863 -3.78863 -0.68208
C 5.68355 -3.17009 -3.79133
C 4.14844 -3.21516 -3.79235
H 7.37426 -5.70666 -4.84436
H 6.25072 -7.04105 -4.56932
H 5.65417 -5.52216 -5.22041
H 6.79443 -6.04322 -2.43190
H 5.09890 -5.76042 -2.79524
H 6.80959 -2.64368 -1.45507
H 7.21845 -4.27437 -1.01976
H 4.44067 -3.00958 -0.93535
H 5.39053 -3.67322 0.37896
H 4.67302 -4.75777 -0.80142
H 6.02772 -3.35963 -4.81134
H 6.01080 -2.14954 -3.57679
H 3.76633 -4.23673 -3.81560
H 3.76934 -2.70635 -4.68180
H 3.72210 -2.70712 -2.92771
*
```

Calculated values
SMILES string: CCOB(O)c1c(N)c(CN)c2c(c1F)Sc1c(cc([C@@H](C)CC)c(CCCCCN)c1C)N2Cc1ccccc1.CCN(CC)CC
Electronic energy (a.u.): -2430.6182
Frontier orbital gap (eV): 8.2

These are the Mulliken partial charges, in e, on atoms 1 to 6: number 1, C, carries -0.92; number 2, C, carries -0.24; number 3, O, carries -0.60; number 4, B, carries 0.85; number 5, O, carries -0.60; number 6, C, carries -0.15

=====

Formula: C38H59F4GaNO3
Source: the OMol25 dataset
Level of theory: the ωB97M-V functional and the def2-TZVPD basis

```
! wB97M-V def2-TZVPD RIJCOSX def2/J DEFGRID3
* xyz -1 1
C 4.14437 3.54138 -0.93580
C 3.19063 2.87415 0.07300
C 3.86811 2.44218 1.38872
C 3.62819 0.96771 1.77173
C 4.91470 0.24214 2.22781
C 5.51839 -0.57415 1.05279
C 5.38739 -2.09591 1.25775
C 4.86487 -2.85876 0.02107
C 5.23828 -2.26635 -1.34662
C 4.17923 -1.33693 -1.93511
C 2.75796 -1.92940 -2.06366
C 1.73259 -0.89683 -1.59767
C 0.42500 -1.47118 -1.03398
C -0.45030 -0.29075 -0.54636
C -1.30641 -0.62151 0.69375
Ga -3.31384 -0.29999 0.43570
C -3.79457 0.64897 -1.31465
C -3.77677 2.12584 -1.33336
O -4.78163 2.77659 -1.52961
C -2.50059 2.89992 -1.17378
C -1.55908 2.65407 -0.17638
C -0.38364 3.40035 -0.08215
C -0.13406 4.42132 -0.99858
C -1.07838 4.69189 -1.98800
C -2.24850 3.94188 -2.07555
C -4.16260 -2.16617 0.48117
C -4.75289 -2.66546 1.64798
C -5.26941 -3.95288 1.67047
C -5.18630 -4.72241 0.51985
C -4.58559 -4.15374 -0.59240
N -4.08133 -2.91828 -0.64012
C -4.12370 0.81106 1.99992
F -3.57356 0.45444 3.22875
F -3.85381 2.15591 1.87729
C -5.64108 0.68861 2.18678
F -6.22691 0.34568 1.01643
F -6.21119 1.86803 2.57012
H 3.62790 4.32574 -1.48093
H 4.99634 3.98332 -0.42567
H 4.52785 2.81105 -1.64412
H 2.38870 3.58088 0.28217
H 2.72083 2.01948 -0.40763
H 3.48656 3.06269 2.19558
H 4.93899 2.62685 1.31440
H 3.13365 0.42591 0.96763
H 2.93985 0.97616 2.61038
H 5.63159 0.98451 2.57093
H 4.66214 -0.39823 3.06951
H 6.56867 -0.30706 0.96503
H 4.98604 -0.24658 0.17145
H 6.33405 -2.49650 1.61382
H 4.65892 -2.25172 2.04947
H 3.79164 -2.97114 0.13520
H 5.26880 -3.87077 0.05070
H 6.19863 -1.75685 -1.28845
H 5.38277 -3.09707 -2.03916
H 4.11150 -0.42680 -1.34579
H 4.50026 -1.01790 -2.92714
H 2.65191 -2.86058 -1.51576
H 2.58274 -2.14732 -3.11598
H 1.43964 -0.22211 -2.40147
H 2.14803 -0.27586 -0.80319
H -0.09666 -1.98524 -1.83842
H 0.62928 -2.16455 -0.22053
H -1.05197 0.05186 -1.38722
H 0.23942 0.51781 -0.30006
H -1.15033 -1.66993 0.93713
H -0.99738 -0.04601 1.56842
H -4.81996 0.36751 -1.54355
H -3.17983 0.26135 -2.12488
H -1.74375 1.87529 0.54577
H 0.32378 3.15886 0.69761
H 0.79074 4.97210 -0.91700
H -0.88217 5.49491 -2.68359
H -2.98687 4.15693 -2.83390
H -4.80732 -2.07218 2.54739
H -5.71205 -4.35296 2.57367
H -5.56606 -5.73101 0.48957
H -4.50327 -4.75219 -1.49458
H -5.89779 -0.03316 2.96033
C -0.72248 2.69384 3.69385
C -0.16237 3.92527 4.39951
C 1.20908 3.43231 4.84148
O 1.63178 2.47616 3.86729
C 0.52011 2.13274 3.02226
H -1.51943 2.91350 2.98589
H -1.10692 1.98312 4.42848
H -0.05563 4.74800 3.68836
H -0.77405 4.27206 5.23147
H 1.15790 2.93586 5.81716
H 1.94881 4.23302 4.89931
H 0.68170 2.58721 2.03827
H 0.48304 1.05050 2.89976
C -2.97359 -4.52222 -4.20159
C -3.31425 -3.05707 -4.45717
C -2.37206 -2.35254 -3.49277
O -1.20834 -3.18312 -3.38810
C -1.46905 -4.45586 -3.97163
H -3.24685 -5.18888 -5.01979
H -3.47668 -4.86619 -3.29529
H -3.07263 -2.79011 -5.48993
H -4.35925 -2.81072 -4.27633
H -2.81885 -2.26118 -2.49884
H -2.07295 -1.36052 -3.83753
H -0.91751 -4.52815 -4.91767
H -1.10888 -5.23788 -3.30083
*
```

Calculated values
Electronic energy (a.u.): -4088.0697
Frontier orbital gap (eV): 8.1

These are the Mulliken partial charges, in e, on atoms 1 to 6: number 1, C, carries -1.52; number 2, C, carries 1.04; number 3, C, carries -1.11; number 4, C, carries 0.99; number 5, C, carries -1.65; number 6, C, carries 0.40

=====

Formula: C38H61BMnN8S3Si2
Source: the OMol25 dataset
Level of theory: the ωB97M-V functional and the def2-TZVPD basis

```
! wB97M-V def2-TZVPD RIJCOSX def2/J DEFGRID3
* xyz 0 6
Mn 1.73955 -0.23394 1.30310
C 0.38192 3.39399 -4.75295
C -0.00684 1.96783 -5.23003
C 1.13497 0.95368 -5.01326
C -0.36063 2.00464 -6.74900
N -1.24449 1.50720 -4.51182
C -2.47090 1.11361 -5.03518
C -3.22913 0.71135 -3.98449
N -2.57324 0.98954 -2.80889
B -3.30036 0.76859 -1.42681
N -3.50714 -0.73735 -1.03078
C -4.57411 -1.00556 -0.21826
C -4.68661 -2.38412 -0.18122
N -3.74765 -2.90576 -1.02893
C -2.87077 -1.86365 -1.50905
S -1.37999 -2.04855 -2.14886
C -3.65737 -4.37060 -1.27467
C -2.30897 -4.84422 -0.64809
C -4.86284 -5.09908 -0.61863
C -3.64668 -4.62762 -2.77796
N -2.70502 1.60563 -0.23569
C -3.13668 2.92760 -0.17700
C -2.93708 3.37152 1.08700
N -2.56935 2.29366 1.87328
C -2.27051 1.25678 1.03004
S -1.23084 -0.00836 1.47031
C -2.71329 2.26131 3.35008
C -3.50828 3.52684 3.78144
C -1.32657 2.30308 4.02402
C -3.46216 0.95936 3.64340
C -1.28321 1.41498 -3.10388
S -0.03901 1.76542 -2.07731
H 0.75811 3.91309 -5.63549
H 1.19549 3.30659 -4.00060
H -0.42104 3.98370 -4.33367
H 2.06128 1.34876 -5.46742
H 0.95692 0.00504 -5.50279
H 1.28661 0.76678 -3.94857
H 0.49319 2.32340 -7.37486
H -1.21260 2.72114 -6.89053
H -0.67803 1.01670 -7.07663
H -2.70123 1.06103 -6.09039
H -4.25725 0.32493 -3.89043
H -4.41696 1.16946 -1.60674
H -5.28661 -0.27689 0.18668
H -5.29278 -2.97409 0.45089
H -2.16180 -4.39186 0.31569
H -1.48164 -4.48137 -1.25529
H -2.27822 -5.90575 -0.54411
H -4.83794 -5.03587 0.49577
H -4.92820 -6.16315 -0.95143
H -5.72758 -4.51668 -1.01645
H -2.66752 -4.31469 -3.17763
H -4.42157 -4.03687 -3.27282
H -3.80256 -5.67871 -2.99999
H -3.34803 3.52169 -1.07481
H -3.16745 4.33382 1.52464
H -2.95025 4.47069 3.46199
H -3.56090 3.51327 4.88308
H -4.53934 3.45779 3.41891
H -0.98899 3.38003 3.99566
H -0.62104 1.59592 3.62476
H -1.45208 2.04047 5.08549
H -4.15037 0.71828 2.84066
H -4.05979 1.16171 4.55767
H -2.81942 0.10414 3.82149
C 3.76693 -0.86821 -2.38953
C 3.85532 -2.26495 -2.47853
C 3.15081 -3.04340 -1.54715
C 2.43963 -2.34223 -0.51467
N 2.35597 -0.98212 -0.49812
C 2.97817 -0.27055 -1.46298
C 1.80713 -3.04010 0.57928
C 1.71263 -4.43555 0.69449
C 1.12087 -4.96765 1.84780
C 0.71996 -4.09216 2.87334
C 0.93854 -2.69125 2.74178
N 1.38874 -2.20384 1.61057
H 4.43818 -0.21811 -3.03601
H 4.48939 -2.76086 -3.25910
H 3.25835 -4.12038 -1.48597
H 2.72157 0.79685 -1.49342
H 2.20652 -5.03917 -0.08760
H 0.82429 -6.00205 1.83449
H 0.25675 -4.45836 3.77653
H 0.59118 -1.96391 3.50537
C 3.93398 -1.26889 4.27251
Si 4.36309 0.21793 3.19737
C 5.34822 1.16325 4.46813
C 5.63986 -0.05093 1.80756
C 2.74334 0.99104 2.59108
Si 2.88342 2.69322 1.74559
C 3.64895 3.90753 2.99445
C 1.19474 3.43972 1.29449
C 4.00392 2.72361 0.23677
H 4.87193 -1.80894 4.44198
H 3.32345 -1.88037 3.63579
H 3.50063 -1.04398 5.23713
H 6.26451 0.58752 4.74329
H 4.82157 1.36000 5.39973
H 5.68548 2.16131 4.11278
H 6.35309 0.79045 1.64657
H 5.14510 -0.21463 0.84138
H 6.18059 -0.96290 2.04691
H 2.13710 1.22227 3.49786
H 3.08919 3.93418 3.91807
H 3.66902 4.93023 2.55083
H 4.69657 3.63368 3.27553
H 0.92365 4.26617 2.04294
H 0.36285 2.75125 1.26328
H 1.26187 3.82873 0.25948
H 5.01803 3.02584 0.51268
H 3.64716 3.39994 -0.53879
H 4.10063 1.74050 -0.27865
*
```

Calculated values
Electronic energy (a.u.): -4872.1740
Frontier orbital gap (alpha / beta) (eV): 5.1 / 5.0

These are the Mulliken partial charges, in e, on atoms 1 to 6: number 1, Mn, carries -0.36; number 2, C, carries -1.44; number 3, C, carries 1.26; number 4, C, carries -1.20; number 5, C, carries -2.02; number 6, N, carries 0.56

=====

> What is the electronic energy in the fourth record?

-4872.1740 a.u.

=====

> Among the records above, which one has the lowest electronic energy?

C38H61BMnN8S3Si2